[1]
Computed, not measured: a structure of composition C3H3OS2 at a distorted geometry, with ωB97M-V/def2-TZVPD.

Last column: Mulliken charge in e.
Element x y z (Å)
C (-0.040, 0.346, 0.700)  -0.02
C (-0.068, -1.010, 1.230)  0.47
C (0.352, 0.404, -1.292)  -1.05
O (0.646, -1.665, 1.960)  -0.60
S (-1.552, -1.419, 0.487)  -0.46
S (-0.355, 1.726, 1.436)  -0.37
H (0.386, -0.501, -1.817)  0.34
H (1.049, 1.158, -1.032)  0.34
H (-0.417, 0.961, -1.671)  0.35

For the HOMO energy, the calculation gives -3.74 eV. The value obtained for the LUMO energy is 3.57 eV. Its charge is -1. The calculation puts the relative energy (zero: lowest compared OMol25 entry of this formula, charge and spin) at 2.494 eV. The value obtained for the orbital gap is 7.3 eV. For the energy, the calculation gives -987.69375 a.u.

---

[2]
Computed, not measured: the molecule C6H7N at a distorted geometry, with ωB97M-V/def2-TZVPD.

Last column: Mulliken charge in e.
Element x y z (Å)
C (-1.613, -0.329, 0.056)  0.38
C (-2.917, -0.198, -0.220)  -0.85
C (0.981, -1.018, 0.077)  0.15
C (0.903, 0.336, 0.679)  0.06
C (-0.330, -0.492, 0.366)  0.08
C (1.257, 1.453, -0.241)  -1.22
N (1.854, -1.887, -0.084)  -0.66
H (-3.204, -0.048, -1.265)  0.24
H (-3.761, -0.483, 0.543)  0.22
H (1.244, 0.379, 1.739)  0.31
H (2.318, 1.628, -0.457)  0.30
H (1.040, 2.318, 0.258)  0.38
H (0.662, 1.296, -1.121)  0.33
H (1.566, -2.952, -0.330)  0.26

For the HOMO energy, the calculation gives -9.10 eV. The value obtained for the LUMO energy is 0.30 eV. The calculation puts the relative energy (zero: lowest compared OMol25 entry of this formula, charge and spin) at 4.913 eV. The value obtained for the orbital gap is 9.4 eV. For the energy, the calculation gives -287.40668 a.u.

---

[3]
Computed, not measured: the ion C8H13N5 with charge +2 at a distorted geometry, with ωB97M-V/def2-TZVPD.

Last column: Mulliken charge in e.
Element x y z (Å)
C (-4.136, 0.696, -0.106)  -0.55
C (-2.968, 1.450, -0.128)  -0.58
C (-4.156, -0.744, -0.176)  -0.27
C (-1.772, 0.796, -0.134)  0.73
C (-1.880, -0.575, 0.119)  0.11
C (-0.554, 1.553, -0.136)  -0.17
C (1.151, -0.270, 0.338)  0.07
C (2.546, -0.132, -0.368)  -1.12
N (-2.936, -1.277, -0.094)  -0.04
N (0.633, 1.084, 0.052)  -0.05
N (0.551, -1.310, -0.449)  -0.13
N (3.007, 1.234, -0.215)  -0.50
N (0.675, -2.535, -0.014)  -0.35
H (-5.189, 1.100, -0.098)  0.36
H (-3.085, 2.536, -0.073)  0.40
H (-4.961, -1.448, -0.522)  0.39
H (-0.751, 2.536, -0.550)  0.40
H (1.341, -0.511, 1.416)  0.43
H (2.351, -0.249, -1.419)  0.50
H (3.262, -0.852, -0.085)  0.47
H (3.474, 1.366, 0.650)  0.25
H (1.601, 1.676, -0.103)  0.43
H (3.369, 1.583, -1.050)  0.24
H (-2.815, -2.340, -0.086)  0.33
H (1.293, -2.820, 0.787)  0.31
H (0.617, -3.242, -0.868)  0.34

For the HOMO energy (spin up / spin down), the calculation gives -16.50 / -15.30 eV. The value obtained for the LUMO energy (spin up / spin down) is -8.38 / -8.78 eV. Its charge is +2. The calculation puts the relative energy (zero: lowest compared OMol25 entry of this formula, charge and spin) at 4.966 eV. The value obtained for the orbital gap (spin up / spin down) is 8.1 / 6.5 eV. For the energy, the calculation gives -585.62920 a.u.

---

[4]
Computed, not measured: a cluster of 6 separate species, C3H16O5 in total at a distorted geometry, with ωB97M-V/def2-TZVPD.

Last column: Mulliken charge in e.
Element x y z (Å)
C (-1.599, -1.364, -0.553)  -0.81
C (-1.547, 0.122, -0.443)  0.41
C (-2.551, 0.907, -0.782)  -0.78
H (-2.228, -1.713, -1.392)  0.42
H (-0.639, -1.800, -0.776)  -0.15
H (-2.154, -1.894, 0.219)  0.34
H (-0.574, 0.594, -0.306)  0.01
H (-2.736, 1.969, -0.691)  0.31
H (-3.517, 0.434, -0.983)  0.24
H (1.817, 2.030, 2.614)  0.27
H (0.469, 1.640, 2.063)  0.31
O (1.374, 1.828, 1.780)  -0.58
H (0.864, -3.025, -0.433)  0.32
H (1.675, -2.816, -1.734)  0.31
O (1.204, -3.468, -1.226)  -0.63
H (0.512, 3.249, -0.617)  0.31
H (0.081, 2.889, -1.971)  0.32
O (0.712, 3.449, -1.556)  -0.63
H (-0.789, -1.386, 2.998)  0.29
H (0.418, -0.561, 3.125)  0.27
O (-0.059, -1.086, 2.485)  -0.56
H (2.812, -0.003, -1.400)  0.29
H (3.044, -0.001, 0.227)  0.31
O (3.412, 0.007, -0.646)  -0.60

For the HOMO energy, the calculation gives -9.94 eV. The value obtained for the LUMO energy is -0.03 eV. The calculation puts the relative energy (zero: lowest compared OMol25 entry of this formula, charge and spin) at 2.015 eV. The value obtained for the orbital gap is 9.9 eV. For the energy, the calculation gives -500.02947 a.u.